(1)
DFT (wB97M-V/def2-TZVPD) results for a 7-piece molecular cluster, C43H48F7N3O3S overall.

Cartesian coordinates (Å):
C 4.2365 -4.7157 0.3229
C 4.9570 -6.0765 0.2352
C 6.3057 -6.0263 -0.5081
C 6.2444 -6.6903 -1.8840
N 7.2570 -6.1860 -2.8206
N 7.1707 -4.7876 -3.0033
C 6.1494 -4.2767 -3.9371
C 4.9632 -3.6831 -3.1851
O 5.3795 -2.6008 -2.3758
C 3.8308 -3.2879 -4.1292
N 3.1401 -4.3991 -4.7782
S 8.6756 -4.1501 -3.1901
O 8.5307 -2.7561 -3.4145
O 9.5313 -4.9491 -3.9923
F 9.1749 -4.3379 -1.7259
H 4.0551 -4.4207 1.3566
H 3.2677 -4.7264 -0.1761
H 4.8310 -3.9214 -0.1304
H 4.3066 -6.7946 -0.2719
H 5.1100 -6.4729 1.2387
H 7.0880 -6.5090 0.0797
H 6.6100 -4.9889 -0.6428
H 6.4464 -7.7589 -1.7889
H 5.2274 -6.5992 -2.2952
H 7.1705 -6.6352 -3.7275
H 6.5849 -3.5124 -4.5837
H 5.8249 -5.1045 -4.5748
H 4.5820 -4.4273 -2.4800
H 5.5347 -1.8297 -2.9290
H 3.1153 -2.7022 -3.5464
H 4.2245 -2.6254 -4.9076
H 3.1516 -5.2313 -4.1996
H 3.5674 -4.6467 -5.6605
F 1.0728 -3.7132 0.4682
C 0.7920 -2.6005 1.1851
C 1.2081 -1.3798 0.6964
C 0.8616 -0.2342 1.4013
C 0.1301 -0.3336 2.5763
C -0.2576 -1.5797 3.0487
C 0.0711 -2.7347 2.3530
H 1.7642 -1.3355 -0.2304
H 1.1633 0.7334 1.0257
H -0.1499 0.5582 3.1186
H -0.8354 -1.6552 3.9607
H -0.2379 -3.7155 2.6874
F 0.6750 2.7180 2.3907
C 0.1115 3.8737 1.9596
C -0.5909 4.6380 2.8674
C -1.2058 5.7948 2.4123
C -1.0987 6.1679 1.0795
C -0.3808 5.3796 0.1919
C 0.2329 4.2123 0.6279
H -0.6679 4.3203 3.8981
H -1.7755 6.4007 3.1023
H -1.5892 7.0656 0.7270
H -0.3102 5.6636 -0.8503
H 0.7857 3.5742 -0.0485
F -3.9450 3.7210 0.9158
C -3.9707 2.3863 0.6928
C -2.7700 1.7163 0.5693
C -2.8047 0.3469 0.3362
C -4.0210 -0.3145 0.2299
C -5.2102 0.3885 0.3646
C -5.1958 1.7564 0.6008
H -1.8485 2.2782 0.6477
H -1.8808 -0.2089 0.2364
H -4.0425 -1.3784 0.0338
H -6.1571 -0.1286 0.2795
H -6.1060 2.3302 0.7081
F -2.7537 5.4685 5.0892
C -3.3586 4.6090 5.9408
C -3.5431 4.9903 7.2532
C -4.1633 4.0924 8.1114
C -4.5806 2.8509 7.6519
C -4.3790 2.5006 6.3237
C -3.7617 3.3837 5.4490
H -3.2066 5.9627 7.5850
H -4.3203 4.3687 9.1458
H -5.0630 2.1579 8.3277
H -4.7037 1.5341 5.9610
H -3.5962 3.1415 4.4075
F -5.3948 -3.1442 -1.3439
C -4.1738 -3.3544 -1.8847
C -3.1451 -3.7536 -1.0560
C -1.8907 -3.9547 -1.6153
C -1.6847 -3.7574 -2.9738
C -2.7430 -3.3609 -3.7805
C -4.0046 -3.1537 -3.2396
H -3.3285 -3.8934 0.0009
H -1.0680 -4.2572 -0.9797
H -0.7022 -3.9074 -3.4015
H -2.5875 -3.2043 -4.8399
H -4.8436 -2.8409 -3.8454
F -1.9603 8.0197 -2.1544
C -3.2843 8.2059 -1.9506
C -3.8915 9.3156 -2.5022
C -5.2504 9.4938 -2.2823
C -5.9696 8.5784 -1.5258
C -5.3273 7.4735 -0.9839
C -3.9699 7.2771 -1.1955
H -3.3084 10.0148 -3.0853
H -5.7480 10.3560 -2.7068
H -7.0279 8.7267 -1.3587
H -5.8799 6.7571 -0.3903
H -3.4472 6.4211 -0.7892

Output
SMILES string: CCCCNN(C[C@@H](O)CN)S(=O)(=O)F.Fc1ccccc1.Fc1ccccc1.Fc1ccccc1.Fc1ccccc1.Fc1ccccc1.Fc1ccccc1
Molecular weight in g/mol: 819.928
2S+1: 1
E_tot in Ha: -3154.5106
Frontier orbital gap in eV: 9.675
LUMO energy in eV: 0.5
Charge: 0

Löwdin atomic charge list, values in e, 99 entries: number 1, C, carries -0.097; number 2, C, carries -0.235; number 3, C, carries -0.190; number 4, C, carries -0.203; number 5, N, carries -0.047; number 6, N, carries -0.256; number 7, C, carries -0.124; number 8, C, carries -0.387; number 9, O, carries -0.016; number 10, C, carries -0.231; number 11, N, carries 0.010; number 12, S, carries 0.607; number 13, O, carries -0.241; number 14, O, carries -0.238; number 15, F, carries -0.124; number 16, H, carries 0.071; number 17, H, carries 0.054; number 18, H, carries 0.057; number 19, H, carries 0.096; number 20, H, carries 0.098; number 21, H, carries 0.111; number 22, H, carries 0.093; number 23, H, carries 0.123; number 24, H, carries 0.101; number 25, H, carries 0.121; number 26, H, carries 0.125; number 27, H, carries 0.127; number 28, H, carries 0.124; number 29, H, carries 0.100; number 30, H, carries 0.114; number 31, H, carries 0.125; number 32, H, carries 0.065; number 33, H, carries 0.064; number 34, F, carries 0.033; number 35, C, carries -0.290; number 36, C, carries -0.011; number 37, C, carries -0.085; number 38, C, carries -0.097; number 39, C, carries -0.077; number 40, C, carries -0.017; number 41, H, carries 0.117; number 42, H, carries 0.094; number 43, H, carries 0.094; number 44, H, carries 0.106; number 45, H, carries 0.117; number 46, F, carries 0.036; number 47, C, carries -0.290; number 48, C, carries -0.012; number 49, C, carries -0.071; number 50, C, carries -0.091; number 51, C, carries -0.074; number 52, C, carries -0.029; number 53, H, carries 0.113; number 54, H, carries 0.097; number 55, H, carries 0.094; number 56, H, carries 0.106; number 57, H, carries 0.117; number 58, F, carries 0.043; number 59, C, carries -0.284; number 60, C, carries -0.002; number 61, C, carries -0.064; number 62, C, carries -0.081; number 63, C, carries -0.076; number 64, C, carries -0.019; number 65, H, carries 0.101; number 66, H, carries 0.097; number 67, H, carries 0.076; number 68, H, carries 0.106; number 69, H, carries 0.115; number 70, F, carries 0.042; number 71, C, carries -0.280; number 72, C, carries -0.015; number 73, C, carries -0.084; number 74, C, carries -0.097; number 75, C, carries -0.081; number 76, C, carries -0.012; number 77, H, carries 0.118; number 78, H, carries 0.105; number 79, H, carries 0.101; number 80, H, carries 0.105; number 81, H, carries 0.115; number 82, F, carries 0.047; number 83, C, carries -0.300; number 84, C, carries -0.028; number 85, C, carries -0.075; number 86, C, carries -0.089; number 87, C, carries -0.080; number 88, C, carries -0.014; number 89, H, carries 0.119; number 90, H, carries 0.094; number 91, H, carries 0.100; number 92, H, carries 0.105; number 93, H, carries 0.118; number 94, F, carries 0.046; number 95, C, carries -0.285; number 96, C, carries -0.018; number 97, C, carries -0.085; number 98, C, carries -0.097; number 99, C, carries -0.077



(2)
DFT (wB97M-V/def2-TZVPD) results for C43H48N2O3P2Sr as an isolated structure.

Cartesian coordinates (Å):
Sr 1.2347 -1.1230 -1.1257
C -3.0466 0.4651 4.0606
C -3.4334 0.4953 2.7654
C -3.7582 1.7174 1.9856
C -2.5599 2.3291 1.2183
C -1.3528 2.7212 2.0315
C -1.3268 2.9566 3.3462
C -2.5069 2.9881 4.2630
C -2.7639 1.6245 4.9190
C 2.5999 0.1266 1.1592
H -2.9480 -0.4853 4.5998
H -3.4960 -0.4097 2.1500
H -4.2201 2.4619 2.6480
H -4.5207 1.4631 1.2209
H -2.2266 1.6063 0.4438
H -2.9176 3.1889 0.6139
H -0.4160 2.7537 1.4809
H -0.3725 3.2028 3.8158
H -3.4013 3.4015 3.7792
H -2.2734 3.6756 5.0854
H -1.8887 1.3424 5.5171
H -3.5545 1.7299 5.6933
H 3.2931 -0.3435 1.8831
H 1.7999 0.4673 1.8432
H 3.2029 1.0138 0.8415
P 0.1273 -2.2546 -3.5788
P 2.1415 0.1851 -4.2996
C -0.4353 -0.7216 -4.3252
C 0.4139 0.2073 -4.7987
C -0.4512 -3.3175 -5.0523
C -1.5155 -2.9240 -5.8631
C -1.9279 -3.6703 -6.9723
C -1.2585 -4.8589 -7.2865
C -0.1775 -5.2680 -6.4954
C 0.2271 -4.4966 -5.3939
C -1.3384 -2.2758 -2.4610
C -1.5514 -1.1471 -1.6020
C -2.0907 -1.4535 -0.3373
C -2.9088 -2.5856 -0.2111
C -2.9845 -3.5275 -1.2520
C -2.1349 -3.4241 -2.3584
C 2.6896 0.7054 -6.0348
C 2.3390 -0.0942 -7.1354
C 2.6551 0.2891 -8.4405
C 3.3261 1.4945 -8.6652
C 3.6726 2.3093 -7.5880
C 3.3534 1.9097 -6.2872
C 2.1448 1.8450 -3.5098
C 3.2842 2.1130 -2.7322
C 3.4375 3.3676 -2.1436
C 2.4311 4.3382 -2.2690
C 1.2795 4.0410 -3.0046
C 1.1304 2.7975 -3.6225
H -1.5273 -0.5775 -4.4006
H 0.0811 1.0117 -5.4788
H -2.0515 -2.0061 -5.6597
H -2.7586 -3.3301 -7.5821
H -1.5805 -5.4552 -8.1439
H 0.3477 -6.1923 -6.7451
H 1.0763 -4.8148 -4.7939
H -1.3790 -0.0792 -1.9129
H -1.8925 -0.7930 0.5179
H -3.5101 -2.7131 0.6932
H -3.6997 -4.3598 -1.1958
H -2.1314 -4.1744 -3.1579
H 1.7763 -1.0089 -6.9627
H 2.3588 -0.3439 -9.2781
H 3.5533 1.8078 -9.6819
H 4.1735 3.2670 -7.7459
H 3.5870 2.5694 -5.4515
H 4.0632 1.3455 -2.6258
H 4.3595 3.6015 -1.6144
H 2.5624 5.3284 -1.8240
H 0.5062 4.7963 -3.1299
H 0.2206 2.5981 -4.1928
C -0.4330 -0.5285 8.6904
C -0.5454 -0.0008 7.2676
C 0.5301 -0.5082 6.2738
C 1.9383 -0.4325 7.0302
C 2.4697 0.8612 7.6652
C 0.1332 -2.0178 5.9808
O -0.2451 -2.8070 6.8560
N 0.2594 -2.4479 4.6862
C 0.6604 -1.6295 3.5611
O 0.9336 -2.2697 2.5399
N 0.6253 -0.3050 3.7584
C 0.6088 0.2868 4.9519
O 0.6803 1.5353 5.0679
H -0.4949 -1.6250 8.6834
H -1.2825 -0.1488 9.2681
H 0.4955 -0.2312 9.1918
H -1.5409 -0.3038 6.8971
H -0.5073 1.0936 7.2721
H 1.8717 -1.1979 7.8282
H 2.6802 -0.8063 6.3015
H 2.0111 1.0441 8.6594
H 3.5372 0.7004 7.8573
H 2.3586 1.7579 7.0524
H 0.0957 -3.4498 4.5073

Output
Molecular weight in g/mol: 790.436
2S+1: 1
E_tot in Ha: -2715.7994
Frontier orbital gap in eV: 5.314
LUMO energy in eV: -1.2
Charge: 0

The molecule's Löwdin atomic charges, reported in e, are given here: number 1, Sr, carries 1.274; number 2, C, carries -0.094; number 3, C, carries -0.113; number 4, C, carries -0.218; number 5, C, carries -0.196; number 6, C, carries -0.108; number 7, C, carries -0.101; number 8, C, carries -0.188; number 9, C, carries -0.195; number 10, C, carries -0.301; number 11, H, carries 0.107; number 12, H, carries 0.077; number 13, H, carries 0.091; number 14, H, carries 0.110; number 15, H, carries 0.081; number 16, H, carries 0.108; number 17, H, carries 0.094; number 18, H, carries 0.095; number 19, H, carries 0.094; number 20, H, carries 0.113; number 21, H, carries 0.075; number 22, H, carries 0.128; number 23, H, carries -0.074; number 24, H, carries -0.102; number 25, H, carries -0.106; number 26, P, carries 0.921; number 27, P, carries 1.000; number 28, C, carries -0.388; number 29, C, carries -0.355; number 30, C, carries -0.351; number 31, C, carries -0.101; number 32, C, carries -0.064; number 33, C, carries -0.073; number 34, C, carries -0.074; number 35, C, carries -0.097; number 36, C, carries -0.451; number 37, C, carries -0.219; number 38, C, carries -0.076; number 39, C, carries -0.047; number 40, C, carries -0.056; number 41, C, carries -0.077; number 42, C, carries -0.349; number 43, C, carries -0.110; number 44, C, carries -0.079; number 45, C, carries -0.085; number 46, C, carries -0.073; number 47, C, carries -0.085; number 48, C, carries -0.436; number 49, C, carries -0.123; number 50, C, carries -0.061; number 51, C, carries -0.058; number 52, C, carries -0.068; number 53, C, carries -0.090; number 54, H, carries 0.094; number 55, H, carries 0.102; number 56, H, carries 0.092; number 57, H, carries 0.107; number 58, H, carries 0.110; number 59, H, carries 0.108; number 60, H, carries 0.100; number 61, H, carries 0.123; number 62, H, carries 0.108; number 63, H, carries 0.118; number 64, H, carries 0.117; number 65, H, carries 0.113; number 66, H, carries 0.098; number 67, H, carries 0.107; number 68, H, carries 0.105; number 69, H, carries 0.109; number 70, H, carries 0.099; number 71, H, carries 0.108; number 72, H, carries 0.113; number 73, H, carries 0.113; number 74, H, carries 0.108; number 75, H, carries 0.095; number 76, C, carries -0.103; number 77, C, carries -0.197; number 78, C, carries -0.245; number 79, C, carries -0.166; number 80, C, carries -0.094; number 81, C, carries -0.375; number 82, O, carries 0.022; number 83, N, carries 0.169; number 84, C, carries -0.543; number 85, O, carries -0.045; number 86, N, carries 0.164; number 87, C, carries -0.452; number 88, O, carries -0.015; number 89, H, carries 0.068; number 90, H, carries 0.074; number 91, H, carries 0.056; number 92, H, carries 0.111; number 93, H, carries 0.113; number 94, H, carries 0.109; number 95, H, carries 0.119; number 96, H, carries 0.065; number 97, H, carries 0.069; number 98, H, carries 0.068; number 99, H, carries 0.154



Q: Which of these has the highest frontier orbital gap?
A: C43H48F7N3O3S



Q: What is the frontier orbital gap in the first record?
A: 9.675 eV